# 1
Entry from OMol25: the molecule C10H13NO in a non-equilibrium geometry (the ωB97M-V functional and the def2-TZVPD basis).

Geometry as ORCA input:
```
! RIJCOSX wB97M-V def2-TZVPD def2/J DEFGRID3
* xyz 0 1
C 2.2200 3.3556 -1.2823
O 1.8390 2.0538 -1.6772
C 1.0287 1.3342 -0.8753
C 0.6183 1.7250 0.3962
C -0.2404 0.8910 1.1279
C -0.6750 -0.2967 0.6189
C -0.1987 -0.7256 -0.6358
C 0.6288 0.0818 -1.3933
C -0.7084 -2.1079 -0.9396
C -1.8537 -2.2816 0.0979
C -1.5000 -1.3867 1.2984
N -0.7969 -2.1538 2.3084
H 1.3498 4.0071 -1.1935
H 2.8237 3.7419 -2.0985
H 2.7925 3.3587 -0.3350
H 0.9492 2.6667 0.8139
H -0.6046 1.2201 2.1154
H 0.9562 -0.2259 -2.3959
H -1.0723 -2.2424 -1.9667
H 0.0862 -2.8466 -0.7952
H -2.0210 -3.3211 0.4253
H -2.7709 -1.8922 -0.3803
H -2.4210 -0.9948 1.7515
H 0.1244 -2.4327 1.9392
H -0.5538 -1.5279 3.0754
*
```

Output
SMILES string   COc1ccc2c(c1)CC[C@H]2N
LUMO energy   0.904 eV
ΔE to the lowest compared entry with this formula, charge and spin   3.00 kcal/mol
HOMO energy   -8.245 eV
Orbital gap   9.1 eV

So, what does the Mulliken scheme give us? The charges, in e, come out as: atom 1 (C): -0.860, atom 2 (O): -0.446, atom 3 (C): 0.990, atom 4 (C): -0.437, atom 5 (C): -0.846, atom 6 (C): -0.272, atom 7 (C): 0.870, atom 8 (C): -0.676, atom 9 (C): -1.080, atom 10 (C): -0.840, atom 11 (C): -0.169, atom 12 (N): -0.674, atom 13 (H): 0.365, atom 14 (H): 0.252, atom 15 (H): 0.315, atom 16 (H): 0.391, atom 17 (H): 0.362, atom 18 (H): 0.419, atom 19 (H): 0.353, atom 20 (H): 0.274, atom 21 (H): 0.370, atom 22 (H): 0.292, atom 23 (H): 0.475, atom 24 (H): 0.280, atom 25 (H): 0.292



# 2
Entry from OMol25: a structure of composition C20H23F3N6O6S2 in a non-equilibrium geometry (the ωB97M-V functional and the def2-TZVPD basis).

Geometry as ORCA input:
```
! RIJCOSX wB97M-V def2-TZVPD def2/J DEFGRID3
* xyz 0 1
C -0.8591 -3.9644 0.5920
C 0.2371 -4.7524 -0.1161
O 1.1059 -5.2808 0.5450
O 0.2993 -4.9009 -1.4798
C -0.5733 -4.0700 -2.2419
C -0.1867 -2.5659 -2.2303
C -1.4678 -1.6902 -2.2667
C -1.5629 -0.7182 -1.1310
N -0.5688 -0.4949 -0.2952
C -1.0684 0.4483 0.5392
N -0.4443 0.9867 1.5630
F -1.1623 1.9409 2.2229
C 0.8894 0.6889 2.0645
C 1.9689 0.7178 1.0088
C 2.7600 -0.3981 0.8887
C 3.7929 -0.4725 -0.0055
C 4.0681 0.6188 -0.8182
C 5.2406 0.5360 -1.7730
C 3.2651 1.7225 -0.7087
C 2.2317 1.7937 0.1905
N -2.3162 0.7938 0.2045
N -2.6561 0.0143 -0.8713
C -3.9157 0.0173 -1.5412
C -4.6589 -1.1552 -1.6584
C -5.8727 -0.9852 -2.3003
C -6.2423 0.2647 -2.7540
N -5.5457 1.4003 -2.6933
C -4.3875 1.1943 -2.0708
H -0.4862 -2.9412 0.7159
H -1.8055 -3.9002 0.0455
H -1.0582 -4.4071 1.5652
H -1.6204 -4.2487 -1.9717
H -0.4860 -4.4135 -3.2770
H 0.3760 -2.3733 -3.1447
H 0.4676 -2.3426 -1.3863
H -1.4320 -1.1002 -3.1933
H -2.3693 -2.2968 -2.3592
H 0.9205 -0.2591 2.6093
H 1.1143 1.4669 2.7945
H 2.5645 -1.2610 1.5240
H 4.4197 -1.3556 -0.0813
H 6.1275 0.9127 -1.2474
H 5.1030 1.0964 -2.6974
H 5.4436 -0.5233 -1.9538
H 3.4510 2.6044 -1.3168
H 1.6121 2.6814 0.2926
H -2.9049 1.4874 0.6412
H -4.3235 -2.1057 -1.2631
H -6.5364 -1.8288 -2.4457
H -7.2236 0.3485 -3.2219
H -3.7413 2.0720 -1.9743
N 3.0379 4.8607 4.5798
S 2.1833 5.4344 3.3742
O 0.9108 5.9846 3.7135
O 2.2747 4.7160 2.1368
F 3.0488 6.7323 3.0814
S 2.4260 3.5610 5.2070
O 2.9974 3.2294 6.4672
O 2.1871 2.4764 4.3008
F 0.9513 4.0029 5.6215
*
```

Output
LUMO energy   -1.520 eV
HOMO energy   -8.712 eV
Orbital gap   7.2 eV

So, what does the Mulliken scheme give us? The charges, in e, come out as: atom 1 (C): -0.340, atom 2 (C): 0.566, atom 3 (O): -0.555, atom 4 (O): -0.396, atom 5 (C): -0.869, atom 6 (C): -0.537, atom 7 (C): -0.642, atom 8 (C): 0.023, atom 9 (N): -0.152, atom 10 (C): 0.390, atom 11 (N): 0.392, atom 12 (F): -0.262, atom 13 (C): -1.170, atom 14 (C): 0.985, atom 15 (C): -0.471, atom 16 (C): -0.991, atom 17 (C): 1.055, atom 18 (C): -1.449, atom 19 (C): -0.884, atom 20 (C): -0.095, atom 21 (N): -0.341, atom 22 (N): 0.337, atom 23 (C): 0.347, atom 24 (C): -0.251, atom 25 (C): -0.594, atom 26 (C): -0.240, atom 27 (N): -0.521, atom 28 (C): -0.291, atom 29 (H): -0.106, atom 30 (H): 0.160, atom 31 (H): 0.384, atom 32 (H): 0.478, atom 33 (H): 0.380, atom 34 (H): 0.432, atom 35 (H): 0.424, atom 36 (H): 0.366, atom 37 (H): 0.433, atom 38 (H): 0.443, atom 39 (H): 0.156, atom 40 (H): 0.355, atom 41 (H): 0.382, atom 42 (H): 0.291, atom 43 (H): 0.376, atom 44 (H): 0.364, atom 45 (H): 0.372, atom 46 (H): 0.390, atom 47 (H): 0.269, atom 48 (H): 0.542, atom 49 (H): 0.380, atom 50 (H): 0.353, atom 51 (H): 0.427, atom 52 (N): -0.420, atom 53 (S): 1.072, atom 54 (O): -0.594, atom 55 (O): -0.502, atom 56 (F): -0.271, atom 57 (S): 1.061, atom 58 (O): -0.649, atom 59 (O): -0.527, atom 60 (F): -0.270



# 3
Entry from OMol25: a cluster of 8 separate species, C45H113N7O15 in total in a non-equilibrium geometry (the ωB97M-V functional and the def2-TZVPD basis).

Geometry as ORCA input:
```
! RIJCOSX wB97M-V def2-TZVPD def2/J DEFGRID3
* xyz 0 1
C 2.5843 0.8095 -7.7601
O 3.7576 1.2496 -7.1251
C 3.8652 0.9287 -5.7670
C 5.2211 1.4219 -5.2692
N 6.2847 0.7236 -6.0126
C 7.5612 1.4004 -5.9236
C 8.1824 1.3716 -4.5170
O 7.6212 2.3453 -3.6822
C 7.4736 1.9158 -2.3379
H 2.6303 1.1597 -8.7927
H 1.7263 1.3377 -7.3283
H 2.4233 -0.2665 -7.7761
H 3.8311 -0.1668 -5.6919
H 3.0611 1.3789 -5.1717
H 5.3014 1.1550 -4.2113
H 5.4073 2.5014 -5.3037
H 5.9564 0.7581 -6.9737
H 7.5816 2.4505 -6.2514
H 8.2906 0.9010 -6.5667
H 9.2763 1.3384 -4.5821
H 8.0111 0.3297 -4.2032
H 7.0742 2.7402 -1.7524
H 8.4352 1.5501 -1.9727
H 6.7256 1.1172 -2.2741
C -0.7972 -2.2627 2.8283
O -0.8280 -1.0118 2.1511
C 0.4267 -0.4493 1.9137
C 0.2896 0.9273 1.2385
N 1.3337 1.4582 0.4164
C 1.5837 0.7197 -0.8029
C 2.1815 1.5854 -1.9065
O 3.3172 2.3046 -1.4891
C 3.8181 3.1627 -2.4931
H -0.2223 -2.2249 3.7572
H -0.4179 -2.9976 2.1129
H -1.8257 -2.5115 3.0843
H 1.0490 -1.0757 1.2545
H 1.0170 -0.3521 2.8338
H 0.0689 1.5996 2.0749
H -0.6650 0.9677 0.6887
H 1.3823 2.4519 0.2830
H 0.6634 0.3503 -1.2846
H 2.1788 -0.1793 -0.6274
H 1.4051 2.2436 -2.3132
H 2.3787 0.8828 -2.7262
H 4.8152 3.4813 -2.2082
H 3.1665 4.0424 -2.5886
H 3.7260 2.6362 -3.4459
C -1.5033 -3.0692 7.1929
O -0.2480 -3.5566 7.5821
C 0.7782 -2.6175 7.3383
C 2.0986 -3.0804 7.9419
N 3.1059 -2.0055 8.0067
C 3.4647 -1.3783 6.7352
C 3.7587 -2.2926 5.5606
O 2.7343 -2.0587 4.6117
C 2.6899 -2.9361 3.5268
H -2.2312 -3.8780 7.1478
H -1.4498 -2.6890 6.1632
H -1.8522 -2.2621 7.8456
H 0.5445 -1.6725 7.8558
H 0.7916 -2.3051 6.2857
H 2.5084 -3.9528 7.4332
H 1.8223 -3.4071 8.9456
H 2.7270 -1.2385 8.5669
H 4.3503 -0.7536 6.8779
H 2.6289 -0.6967 6.5507
H 4.0290 -3.3155 5.8525
H 4.7025 -1.9985 5.0785
H 2.5009 -3.9519 3.9087
H 3.6278 -3.1341 2.9859
H 1.9418 -2.6451 2.7985
C -3.5244 -0.2459 -1.7655
O -4.3151 0.6744 -1.0133
C -4.2598 0.5278 0.3908
C -4.4191 -0.9045 0.8859
N -5.7849 -1.3923 0.6271
C -5.8088 -2.8453 0.7120
C -7.1890 -3.3630 0.3197
O -7.5351 -2.8982 -0.9519
C -8.6083 -3.5036 -1.5936
H -3.7982 0.0098 -2.7894
H -3.8532 -1.2675 -1.5724
H -2.4453 -0.1278 -1.6498
H -4.9547 1.2433 0.8315
H -3.3157 0.8218 0.8792
H -4.4298 -0.8081 1.9748
H -3.6208 -1.5325 0.4859
H -6.0995 -1.2274 -0.3285
H -5.5948 -3.1061 1.7540
H -5.0588 -3.3509 0.0834
H -7.8876 -3.0385 1.1041
H -7.2606 -4.4593 0.3349
H -8.4824 -4.5966 -1.6332
H -8.5848 -3.2360 -2.6508
H -9.5833 -3.2718 -1.1558
C 0.9502 0.3000 9.9287
O 1.8201 0.4187 8.8224
C 1.7310 1.7128 8.1957
C 0.5073 1.9304 7.3200
N 0.4460 1.0241 6.1760
C -0.6968 1.2090 5.3179
C -2.0327 0.7873 5.9296
O -3.1250 0.6009 5.0378
C -3.5128 1.7110 4.2617
H 1.1385 1.0789 10.6778
H 1.1808 -0.6302 10.4475
H -0.1170 0.3475 9.7042
H 2.6403 1.8442 7.6039
H 1.7796 2.3965 9.0495
H 0.4596 2.9859 7.0556
H -0.3116 1.6768 8.0102
H 0.7319 0.1059 6.4708
H -0.5725 0.5390 4.4523
H -0.6478 2.1481 4.7643
H -2.3445 1.5861 6.6215
H -2.0262 -0.1263 6.5156
H -3.8758 2.5874 4.8108
H -4.2597 1.3071 3.5816
H -2.6412 2.0542 3.6907
C -1.2869 2.7964 -7.1432
O -0.6213 2.2589 -6.0168
C -1.4152 1.7022 -4.9678
C -0.4003 1.1589 -3.9663
N 0.4893 0.1814 -4.5859
C 0.0394 -1.1727 -4.4607
C 0.9055 -2.1730 -5.2379
O 0.8586 -1.7592 -6.6025
C 1.5051 -2.6718 -7.4641
H -1.9610 2.1029 -7.6479
H -0.4958 3.1473 -7.8008
H -1.8684 3.6776 -6.8527
H -2.1427 0.9786 -5.3448
H -1.9416 2.5594 -4.5305
H -0.9279 0.8514 -3.0606
H 0.1596 2.0337 -3.6205
H 0.6248 0.4908 -5.5391
H -0.9711 -1.3638 -4.8620
H -0.0270 -1.5311 -3.4295
H 0.3986 -3.1357 -5.1371
H 1.9209 -2.1475 -4.8342
H 1.0059 -3.6407 -7.5799
H 2.5580 -2.8588 -7.2428
H 1.3931 -2.2222 -8.4528
C -5.3836 2.6939 -5.7876
O -4.7092 2.3120 -4.6002
C -4.9630 3.1111 -3.4799
C -4.0317 4.3471 -3.4975
N -3.7301 4.9638 -2.2172
C -3.2150 4.0467 -1.2151
C -2.4791 4.8082 -0.1207
O -2.0439 3.9170 0.9052
C -1.4325 4.6420 1.9535
H -5.3675 3.7731 -5.9422
H -6.4131 2.3425 -5.6241
H -5.0529 2.1164 -6.6475
H -4.9718 2.5296 -2.5560
H -5.9984 3.4827 -3.4770
H -4.4913 5.1333 -4.1055
H -3.0999 4.1313 -4.0424
H -3.0740 5.7208 -2.3548
H -2.6819 3.2093 -1.6863
H -4.0110 3.5182 -0.6753
H -3.1385 5.6063 0.2273
H -1.4978 5.1018 -0.5228
H -1.2278 3.8774 2.7061
H -2.1253 5.3500 2.4173
H -0.4915 5.1267 1.6799
C 2.6129 -5.3129 -1.2706
C 1.9521 -6.0982 -0.1576
C 2.2591 -5.4508 1.1948
O 0.5416 -6.0615 -0.4122
H 2.0736 -4.4504 -1.6629
H 2.8679 -5.8496 -2.1909
H 3.5998 -4.9745 -0.9410
H 2.2308 -7.1543 -0.1452
H 1.7071 -4.5158 1.2984
H 3.3213 -5.3121 1.3912
H 1.8738 -6.0770 2.0056
H 0.1340 -6.8685 -0.0886
*
```

Output
SMILES string   COCCNCCOC.COCCNCCOC.COCCNCCOC.COCCNCCOC.COCCNCCOC.COCCNCCOC.COCCNCCOC.CC(C)O
LUMO energy   0.561 eV
ΔE to the lowest compared entry with this formula, charge and spin   72.89 kcal/mol
HOMO energy   -8.239 eV
Orbital gap   8.8 eV

Here are the Mulliken charges for atoms 1 to 99, given in e: atom 1 (C): -0.380, atom 2 (O): -0.482, atom 3 (C): 0.290, atom 4 (C): -0.550, atom 5 (N): -0.398, atom 6 (C): -0.759, atom 7 (C): -0.652, atom 8 (O): -0.339, atom 9 (C): -0.720, atom 10 (H): 0.389, atom 11 (H): 0.006, atom 12 (H): 0.145, atom 13 (H): 0.083, atom 14 (H): 0.066, atom 15 (H): 0.104, atom 16 (H): 0.421, atom 17 (H): 0.292, atom 18 (H): 0.343, atom 19 (H): 0.479, atom 20 (H): 0.508, atom 21 (H): 0.372, atom 22 (H): 0.192, atom 23 (H): 0.361, atom 24 (H): 0.316, atom 25 (C): -0.406, atom 26 (O): -0.044, atom 27 (C): 0.157, atom 28 (C): -0.962, atom 29 (N): -0.059, atom 30 (C): -0.345, atom 31 (C): -0.374, atom 32 (O): -0.464, atom 33 (C): -0.398, atom 34 (H): -0.262, atom 35 (H): 0.335, atom 36 (H): 0.217, atom 37 (H): 0.245, atom 38 (H): 0.148, atom 39 (H): 0.179, atom 40 (H): 0.191, atom 41 (H): 0.349, atom 42 (H): 0.057, atom 43 (H): 0.165, atom 44 (H): 0.209, atom 45 (H): 0.430, atom 46 (H): 0.236, atom 47 (H): 0.339, atom 48 (H): -0.068, atom 49 (C): -0.395, atom 50 (O): -0.504, atom 51 (C): 1.698, atom 52 (C): -1.161, atom 53 (N): -0.467, atom 54 (C): 0.295, atom 55 (C): -1.204, atom 56 (O): -0.028, atom 57 (C): -0.780, atom 58 (H): 0.348, atom 59 (H): -0.020, atom 60 (H): 0.245, atom 61 (H): -0.187, atom 62 (H): -0.703, atom 63 (H): 0.314, atom 64 (H): 0.443, atom 65 (H): 0.535, atom 66 (H): 0.306, atom 67 (H): -0.197, atom 68 (H): 0.499, atom 69 (H): 0.467, atom 70 (H): 0.432, atom 71 (H): 0.501, atom 72 (H): -0.206, atom 73 (C): -0.467, atom 74 (O): -0.213, atom 75 (C): -0.216, atom 76 (C): -1.133, atom 77 (N): -0.305, atom 78 (C): -0.585, atom 79 (C): -0.658, atom 80 (O): -0.245, atom 81 (C): -0.811, atom 82 (H): 0.151, atom 83 (H): 0.307, atom 84 (H): 0.122, atom 85 (H): 0.430, atom 86 (H): 0.006, atom 87 (H): 0.673, atom 88 (H): 0.360, atom 89 (H): 0.333, atom 90 (H): 0.352, atom 91 (H): 0.292, atom 92 (H): 0.311, atom 93 (H): 0.443, atom 94 (H): 0.315, atom 95 (H): 0.255, atom 96 (H): 0.294, atom 97 (C): -0.857, atom 98 (O): -0.261, atom 99 (C): -0.936



# 4
Entry from OMol25: a cluster of 2 separate species, C6H12N2 in total in a non-equilibrium geometry (the ωB97M-V functional and the def2-TZVPD basis).

Geometry as ORCA input:
```
! RIJCOSX wB97M-V def2-TZVPD def2/J DEFGRID3
* xyz 0 1
C 1.0883 -1.0972 -0.6250
C -2.0041 -1.2572 -0.5929
C 1.2173 -0.1291 -1.7908
C 0.1434 1.3858 1.8102
C -1.3427 -0.2085 0.1504
N 1.1627 0.6091 1.7194
C -1.2018 0.8055 0.8816
N -0.2290 2.4725 2.3853
H 0.7598 -0.5587 0.3376
H 2.0688 1.0451 1.6153
H 0.5152 2.9488 2.8875
H -1.9354 1.5930 1.0057
H 0.5430 -1.9991 -0.8892
H 2.0728 -1.4118 -0.2681
H -1.6318 -1.3312 -1.6142
H -3.0708 -1.0087 -0.6367
H -1.9128 -2.2225 -0.0929
H 1.6877 0.8006 -1.4674
H 1.8219 -0.5585 -2.5920
H 0.2474 0.1219 -2.2238
*
```

Output
LUMO energy (spin up / spin down)   -1.129 / -1.131 eV
ΔE to the lowest compared entry with this formula, charge and spin   127.08 kcal/mol
HOMO energy (spin up / spin down)   -7.926 / -7.924 eV
Orbital gap (spin up / spin down)   6.8 / 6.8 eV

So, what does the Mulliken scheme give us? The charges, in e, come out as: atom 1 (C): -0.768, atom 2 (C): -1.299, atom 3 (C): -0.824, atom 4 (C): 0.465, atom 5 (C): 0.352, atom 6 (N): -0.677, atom 7 (C): -0.238, atom 8 (N): -0.709, atom 9 (H): 0.296, atom 10 (H): 0.219, atom 11 (H): 0.246, atom 12 (H): 0.428, atom 13 (H): 0.282, atom 14 (H): 0.364, atom 15 (H): 0.324, atom 16 (H): 0.358, atom 17 (H): 0.313, atom 18 (H): 0.276, atom 19 (H): 0.340, atom 20 (H): 0.253